Record 1
The following is a quantum chemistry calculation of a structure of composition C20H23ClF4I2N4STl, from the Open Molecules 2025 dataset.

Element x y z (Å)
Tl (0.16, 0.40, 0.13)
C (-1.50, 1.97, 4.17)
C (-0.81, 1.19, 3.05)
N (-0.56, 1.96, 1.80)
C (0.33, 3.13, 1.99)
C (1.59, 2.81, 2.78)
C (-1.81, 2.40, 1.15)
C (-2.67, 1.24, 0.67)
N (-1.94, 0.39, -0.29)
C (-2.55, -0.87, -0.47)
C (-2.42, -1.89, 0.47)
F (-1.67, -1.67, 1.56)
C (-3.00, -3.13, 0.27)
F (-2.82, -4.08, 1.19)
C (-3.74, -3.39, -0.86)
C (-3.88, -2.39, -1.80)
F (-4.59, -2.60, -2.91)
C (-3.30, -1.15, -1.60)
F (-3.45, -0.19, -2.53)
H (-1.59, 1.32, 5.04)
H (-2.50, 2.28, 3.89)
H (-0.93, 2.85, 4.47)
H (-1.39, 0.31, 2.79)
H (0.16, 0.83, 3.39)
H (-0.23, 3.93, 2.48)
H (0.59, 3.49, 1.00)
H (1.38, 2.68, 3.84)
H (2.29, 3.64, 2.68)
H (2.08, 1.91, 2.42)
H (-1.53, 3.02, 0.29)
H (-2.40, 3.03, 1.82)
H (-3.55, 1.65, 0.18)
H (-3.03, 0.65, 1.53)
H (-4.19, -4.36, -1.02)
I (0.44, -4.25, -0.34)
C (1.55, -3.09, -1.70)
I (0.41, -1.53, -2.61)
H (1.90, -3.72, -2.50)
H (2.36, -2.61, -1.16)
Cl (2.08, -0.69, 0.96)
N (-1.10, 1.96, -2.66)
C (0.12, 2.42, -2.38)
N (0.82, 2.07, -1.32)
C (2.07, 2.72, -1.30)
C (3.07, 2.56, -0.35)
C (4.23, 3.29, -0.48)
C (4.42, 4.16, -1.55)
C (3.45, 4.31, -2.52)
C (2.28, 3.58, -2.38)
S (0.89, 3.56, -3.44)
H (-1.61, 1.41, -1.95)
H (-1.59, 2.28, -3.47)
H (2.94, 1.87, 0.47)
H (5.02, 3.18, 0.26)
H (5.35, 4.72, -1.64)
H (3.59, 4.98, -3.36)

Calculated values
Net charge: +1
Highest occupied orbital energy (eV): -11.6
E_LUMO (eV): -3.52
Energy relative to the best compared isomer or geometry (same formula, charge and spin) (kcal/mol): 0.00

Atom charges from the Mulliken analysis, given in e for atoms 1 to 6: 1.39 -1.39 -0.40 0.11 -0.52 -1.43


Record 2
The following is a quantum chemistry calculation of a structure of composition C5H10N2 in a non-equilibrium geometry, from the Open Molecules 2025 dataset.

Element x y z (Å)
C (-1.41, -0.70, -0.27)
C (0.91, 0.84, 0.62)
C (2.15, 0.24, -0.04)
C (-0.46, -0.83, 0.80)
C (-1.15, 0.62, -1.17)
N (-0.09, -1.52, 1.75)
N (-1.96, 1.19, -1.91)
H (-0.57, -2.39, 1.95)
H (-2.89, 0.79, -2.06)
H (-1.31, -1.54, -0.97)
H (-2.42, -0.63, 0.13)
H (0.97, 0.74, 1.70)
H (0.90, 1.93, 0.54)
H (-0.04, 1.00, -0.44)
H (3.05, 0.77, 0.26)
H (2.07, 0.29, -1.13)
H (2.27, -0.80, 0.24)

Calculated values
Highest occupied orbital energy (eV): -8.0
E_LUMO (eV): 0.41
Energy relative to the best compared isomer or geometry (same formula, charge and spin) (kcal/mol): 122.58

Atom charges from the natural (NBO) analysis, given in e for atoms 1 to 6: -0.67 -0.63 -0.62 0.48 0.20 -0.65


Record 3
The following is a quantum chemistry calculation of a cluster of 2 separate species, C17H38NO5P in total, from the Open Molecules 2025 dataset.

Element x y z (Å)
C (2.51, 0.94, 1.91)
C (1.12, 1.47, 2.29)
C (0.85, 2.79, 1.57)
O (-0.23, 3.54, 2.06)
C (-1.58, 3.01, 1.75)
C (-2.05, 2.39, 3.08)
C (-3.52, 2.07, 3.36)
C (-4.24, 1.29, 2.27)
O (-4.30, 3.24, 3.64)
C (-2.39, 4.23, 1.23)
O (-3.12, 3.83, 0.13)
P (-2.35, 2.54, -0.80)
O (-1.52, 2.09, 0.75)
H (2.63, -0.11, 2.17)
H (3.28, 1.52, 2.42)
H (2.69, 1.03, 0.84)
H (0.35, 0.75, 2.02)
H (1.08, 1.62, 3.37)
H (0.69, 2.58, 0.51)
H (1.73, 3.43, 1.66)
H (-1.70, 3.06, 3.88)
H (-1.50, 1.46, 3.21)
H (-3.51, 1.46, 4.28)
H (-4.77, 1.98, 1.62)
H (-4.96, 0.59, 2.71)
H (-3.53, 0.73, 1.66)
H (-3.72, 3.89, 4.06)
H (-3.05, 4.62, 2.01)
H (-1.66, 5.01, 0.98)
H (-3.04, 2.92, -2.01)
H (-3.43, 1.66, -0.44)
H (-1.66, 1.44, -1.44)
H (-1.26, 3.44, -1.08)
C (-0.53, -2.79, -1.73)
C (0.65, -1.87, -1.39)
C (1.09, -1.05, -2.62)
C (1.83, -1.86, -3.68)
C (3.01, -2.61, -3.06)
C (2.59, -3.51, -1.89)
N (1.84, -2.65, -0.91)
O (2.60, -2.02, -0.10)
C (1.75, -4.70, -2.38)
C (3.82, -4.07, -1.19)
C (0.22, -0.92, -0.29)
H (-0.49, -3.72, -1.16)
H (-1.46, -2.28, -1.47)
H (-0.59, -3.04, -2.79)
H (1.73, -0.23, -2.27)
H (0.19, -0.59, -3.05)
H (1.16, -2.55, -4.19)
H (2.21, -1.17, -4.44)
H (3.50, -3.24, -3.81)
H (3.75, -1.90, -2.69)
H (1.37, -5.27, -1.53)
H (2.40, -5.35, -2.97)
H (0.91, -4.42, -3.00)
H (4.49, -3.28, -0.87)
H (4.34, -4.74, -1.87)
H (3.53, -4.64, -0.30)
H (-0.03, -1.47, 0.63)
H (-0.67, -0.38, -0.62)
H (0.98, -0.18, -0.05)

Calculated values
Spin multiplicity: 2
Net charge: -1
Highest occupied orbital energy (spin up / spin down) (eV): -4.3 / -4.3
Expectation value of S²: 0.754
E_LUMO (spin up / spin down) (eV): 2.49 / 2.49

Atom charges from the natural (NBO) analysis, given in e for atoms 1 to 6: -0.61 -0.44 -0.06 -0.59 0.53 -0.46


Record 4
The following is a quantum chemistry calculation of an isolated molecule of C4H9NO2 in a non-equilibrium geometry, from the Open Molecules 2025 dataset.

Element x y z (Å)
C (0.74, -1.67, 0.31)
C (-0.14, -0.44, 0.09)
C (-0.27, 0.42, 1.33)
O (-1.34, 1.32, 1.28)
N (0.39, 0.35, -1.01)
C (-0.32, 1.30, -1.87)
O (-1.27, 1.97, -1.52)
H (0.87, -2.25, -0.62)
H (0.29, -2.33, 1.06)
H (1.74, -1.38, 0.67)
H (-1.15, -0.76, -0.22)
H (-0.43, -0.23, 2.19)
H (0.70, 0.94, 1.48)
H (-1.36, 1.74, 0.40)
H (1.39, 0.50, -1.04)
H (0.15, 0.50, -2.53)

Calculated values
Highest occupied orbital energy (eV): -9.5
E_LUMO (eV): 0.79
SMILES: C[C@@H](CO)NC=O
Energy relative to the best compared isomer or geometry (same formula, charge and spin) (kcal/mol): 80.77

Atom charges from the natural (NBO) analysis, given in e for atoms 1 to 6: -0.61 -0.09 -0.06 -0.73 -0.70 0.46